Entry 1:
48
Properties=species:S:1:pos:R:3:forces:R:3:nbo_charge:R:1 method="wB97M-V/def2-TZVPD" fmax_ha_per_bohr=0.02266 total_energy_ev=-42633.302 multiplicity=1 de_lowest_kj_mol=0.0 orbital_gap_ev=9.16
C -1.766547 -3.158458 -0.989689 0.0 -0.1 0.0 -0.645
C -1.818589 -2.185186 0.144903 0.0 0.0 0.1 0.014
C -0.759242 -2.107752 1.044973 -0.1 0.0 0.1 -0.211
C -0.780187 -1.191207 2.078228 0.0 -0.1 0.1 -0.207
C -1.865683 -0.346754 2.240090 -0.2 0.0 0.0 -0.243
C -2.948332 -0.434197 1.374360 0.3 -0.3 0.1 0.031
C -4.138465 0.439421 1.555002 0.0 0.6 -0.7 -0.671
S -4.433575 1.505827 0.093531 -0.1 0.4 0.4 2.153
O -5.300113 2.574666 0.512075 0.1 0.2 0.3 -0.946
O -4.865800 0.698850 -1.011608 0.2 -0.4 -0.2 -0.945
C -2.808916 2.284243 -0.340369 -0.6 -0.7 0.4 -0.686
C -1.977087 1.357604 -1.119613 -0.1 -0.2 -0.9 0.272
C -2.188306 0.786895 -2.344969 0.1 0.4 0.6 -0.282
C -1.103716 -0.084871 -2.565777 0.6 0.0 0.6 -0.232
C -0.295321 0.016789 -1.463746 -0.6 -0.2 -1.0 0.162
C 0.955234 -0.691163 -1.152329 0.0 0.3 0.4 0.630
O 1.373944 -1.601911 -1.844481 -0.1 -0.1 -0.3 -0.631
N 1.572123 -0.255157 -0.031915 0.1 0.2 0.1 -0.598
C 2.822670 -0.809735 0.435661 0.0 -0.1 -0.1 -0.269
C 3.942149 0.192918 0.325495 0.0 0.0 0.1 0.053
C 4.633945 0.628359 1.446275 -0.1 -0.1 -0.1 -0.245
C 5.650672 1.560483 1.323602 0.1 0.1 0.0 -0.205
C 5.977358 2.070811 0.079499 0.1 0.1 0.1 -0.219
C 5.287105 1.643920 -1.043477 0.0 0.0 -0.1 -0.191
C 4.275761 0.709341 -0.921265 0.0 0.0 0.0 -0.238
O -0.825453 0.901971 -0.580658 0.2 0.1 0.1 -0.410
C -2.912298 -1.351514 0.329105 0.1 -0.1 0.1 -0.245
H -0.821950 -3.061324 -1.522601 0.1 0.0 -0.1 0.242
H -1.834054 -4.179010 -0.613542 0.0 -0.1 0.0 0.222
H -2.584993 -2.988510 -1.683721 -0.1 0.0 -0.1 0.217
H 0.087820 -2.765696 0.919612 0.1 -0.1 0.0 0.217
H 0.050295 -1.132246 2.766759 0.1 0.0 0.1 0.211
H -1.880075 0.367813 3.050804 0.0 0.1 0.1 0.207
H -4.044128 1.121425 2.395505 0.0 0.0 0.1 0.246
H -5.061709 -0.130989 1.642498 -0.1 0.1 0.0 0.260
H -3.102055 3.166441 -0.905092 -0.1 0.0 0.0 0.272
H -2.336693 2.570623 0.594378 0.0 0.1 0.1 0.257
H -3.029059 0.958438 -2.983265 -0.2 0.1 -0.1 0.247
H -0.926419 -0.708061 -3.417348 0.1 -0.2 -0.1 0.245
H 1.172009 0.517501 0.475487 -0.1 0.0 -0.1 0.409
H 2.710472 -1.146576 1.471426 0.1 0.0 -0.1 0.195
H 3.025215 -1.674455 -0.204151 0.0 0.1 0.2 0.248
H 4.381914 0.232094 2.420044 0.0 0.0 0.1 0.207
H 6.186912 1.889535 2.201618 0.0 0.0 0.1 0.213
H 6.769970 2.798052 -0.015833 0.1 0.1 0.0 0.214
H 5.541444 2.037565 -2.016480 0.0 0.0 -0.1 0.213
H 3.738359 0.367669 -1.793962 -0.1 0.0 -0.1 0.222
H -3.746585 -1.394474 -0.355044 -0.1 -0.1 -0.1 0.235



Entry 2:
44
Properties=species:S:1:pos:R:3:forces:R:3:nbo_charge:R:1 method="wB97M-V/def2-TZVPD" fmax_ha_per_bohr=0.01212 total_energy_ev=-19529.863 multiplicity=1 de_lowest_kj_mol=16.0 orbital_gap_ev=10.37
C -4.080436 -2.504661 -4.157041 -0.1 0.2 0.3 -0.267
C -4.360000 -1.857005 -3.190524 0.0 -0.1 -0.3 0.018
C -4.682566 -1.078382 -2.012539 -0.1 0.1 0.4 -0.492
C -3.556505 -1.122852 -0.971923 0.2 0.0 0.0 -0.379
C -2.230576 -0.560357 -1.486734 -0.1 0.1 0.0 -0.407
C -2.232067 0.954885 -1.711581 -0.1 -0.1 0.1 -0.406
C -2.300128 1.794263 -0.427353 0.1 0.2 -0.2 -0.405
C -0.949838 2.362389 0.015535 0.0 -0.2 0.0 -0.385
C 0.100813 1.316032 0.386714 -0.2 0.2 0.1 -0.391
C -0.267600 0.515481 1.640380 0.1 -0.2 -0.3 -0.495
C 0.787725 -0.548537 1.882930 -0.4 0.4 0.2 0.686
O 0.695009 -1.680080 1.455883 -0.1 -0.4 -0.3 -0.633
N 1.849758 -0.115842 2.600215 0.3 0.2 0.2 -0.621
C 3.021945 -0.924967 2.839169 0.3 -0.1 0.1 -0.225
C 4.258194 -0.368930 2.130872 -0.4 -0.2 -0.2 -0.397
C 4.107580 -0.385335 0.611476 0.2 0.1 0.2 -0.398
C 5.346373 0.164261 -0.084124 -0.2 -0.1 0.0 -0.599
H -3.843324 -3.072552 -5.006328 0.1 -0.3 -0.5 0.232
H -5.600020 -1.478874 -1.569979 0.0 0.1 0.0 0.236
H -4.880205 -0.045944 -2.313739 -0.1 0.0 0.1 0.226
H -3.396889 -2.162167 -0.675909 -0.1 0.0 0.1 0.215
H -3.883568 -0.572789 -0.086698 0.0 -0.1 0.0 0.198
H -1.444963 -0.829894 -0.780157 0.1 -0.1 0.0 0.212
H -2.000636 -1.051221 -2.435635 0.1 -0.1 0.1 0.217
H -3.076745 1.209250 -2.354279 0.0 0.0 -0.1 0.200
H -1.329511 1.224953 -2.264256 0.0 0.1 -0.1 0.203
H -2.969563 2.642823 -0.588432 0.0 0.0 0.1 0.208
H -2.727959 1.203656 0.382592 -0.1 0.0 0.1 0.193
H -1.112938 3.018136 0.875612 0.1 0.1 0.0 0.196
H -0.549649 2.978375 -0.793952 0.0 0.1 0.0 0.202
H 0.245646 0.627095 -0.446237 0.1 -0.1 0.0 0.212
H 1.052615 1.827682 0.558869 0.0 -0.1 -0.1 0.199
H -0.352187 1.181543 2.501298 0.0 0.0 0.0 0.204
H -1.219724 0.008454 1.489795 0.0 0.0 0.1 0.228
H 1.893987 0.850286 2.882976 -0.2 -0.1 0.0 0.388
H 3.205693 -0.984535 3.917970 0.0 -0.1 -0.1 0.191
H 2.785551 -1.922884 2.463342 0.0 0.1 0.1 0.234
H 5.121720 -0.971562 2.418184 0.1 0.0 0.1 0.205
H 4.439903 0.655066 2.470007 0.1 0.0 0.0 0.187
H 3.236593 0.208369 0.326157 -0.1 -0.1 0.0 0.197
H 3.925169 -1.409772 0.282354 -0.1 0.0 0.0 0.204
H 5.220103 0.140350 -1.163679 0.1 0.0 -0.1 0.210
H 6.222217 -0.427975 0.171995 0.1 0.0 0.0 0.200
H 5.531005 1.193769 0.216773 0.1 0.1 0.0 0.198



Entry 3:
24
Properties=species:S:1:pos:R:3:forces:R:3:nbo_charge:R:1 method="wB97M-V/def2-TZVPD" fmax_ha_per_bohr=0.01091 total_energy_ev=-11035.914 multiplicity=1 de_lowest_kj_mol=459.3 orbital_gap_ev=8.13
C -2.273188 -0.458830 -1.307736 0.2 0.1 0.1 -0.271
C -0.621883 1.531172 1.321074 0.1 -0.1 0.0 -0.694
C -0.679624 0.157670 0.693870 0.0 -0.1 -0.3 0.571
O -1.277045 0.433392 -0.797664 0.4 -0.1 0.0 -0.559
N -1.182895 -0.880861 1.248681 0.2 0.1 -0.1 -0.849
H -1.291831 -0.773989 2.252464 0.0 0.1 -0.1 0.357
H -1.912854 -0.894504 -2.244400 0.0 0.0 0.0 0.172
H -3.195728 0.091816 -1.501076 0.1 0.0 0.0 0.183
H -2.448059 -1.249421 -0.576130 0.0 0.0 0.0 0.230
H -1.639392 1.829876 1.582009 0.0 0.0 0.0 0.229
H -0.014955 1.509388 2.226775 0.0 0.0 0.0 0.222
H -0.213857 2.278329 0.642838 0.0 0.0 0.0 0.216
C 2.122991 0.612984 0.481138 -0.1 0.0 0.0 -0.611
C 1.217911 -1.669684 -0.138764 0.0 0.1 0.0 -0.615
C 1.022555 -0.170528 -0.210705 -0.2 0.0 0.1 -0.219
C 0.471849 0.337017 -1.413802 -0.4 -0.1 0.4 -0.030
H 2.017610 1.691162 0.351846 0.0 0.0 0.0 0.206
H 3.108397 0.328344 0.097070 0.0 0.0 0.0 0.207
H 2.127227 0.401357 1.554176 0.0 0.0 0.0 0.210
H 0.405056 -2.204595 -0.630851 0.0 0.0 0.0 0.216
H 1.219888 -1.999206 0.902583 0.0 0.0 0.0 0.225
H 2.166189 -1.968859 -0.598432 0.0 0.0 0.0 0.201
H 0.256075 -0.310449 -2.258342 -0.1 0.0 0.0 0.196
H 0.615562 1.378419 -1.676621 0.0 0.0 0.0 0.205